Record 1
This record from the OMol25 dataset describes 3 unconnected molecules or ions with the total composition C36H58BClF6NO11. The level of theory is the ωB97M-V functional and the def2-TZVPD basis.

**Electronic energy**: -3372.97211 Eh
**HOMO-LUMO gap**: 0.332 Ha

```
! wB97M-V def2-TZVPD RIJCOSX def2/J DEFGRID3
* xyz 1 1
C -2.87859 -6.10310 1.97175
C -2.59538 -4.93313 0.95334
O -1.23323 -4.41985 1.07536
B -1.35588 -3.02578 1.14114
O -1.87409 -2.45900 2.32156
C -0.87460 -2.05305 -0.07731
Cl -1.33525 -3.00235 -1.57253
O -1.80164 -0.95489 -0.01173
C -1.20875 0.12338 -0.79992
C -2.19510 0.21692 -2.02278
C -1.56700 1.38780 0.06702
C -1.16685 2.78574 -0.53260
C 0.26649 3.26794 -0.02282
C 0.93228 4.29939 -0.98850
F 0.97024 3.88819 -2.29290
F 0.33826 5.53136 -0.84832
C 2.43468 4.46248 -0.50869
F 3.17836 3.36539 -0.85383
F 2.50963 4.62796 0.84252
F 3.03877 5.53076 -1.07990
N 0.23723 -0.24091 -1.03291
C 0.69006 -0.43005 -2.44387
C 0.78296 0.93300 -3.25348
C 0.53432 0.68489 -4.79031
O -0.79073 0.17880 -5.01654
C -0.93178 -0.32280 -6.30939
C -1.74732 -1.59115 -6.64966
O -0.41334 0.28950 -7.20043
C 0.53564 -1.32841 -0.00396
C 1.56122 -2.43842 -0.35966
C 3.07443 -1.90462 -0.45685
C 4.09489 -2.80953 0.32302
C 5.13077 -1.90091 1.07144
C 5.71983 -2.33437 2.33125
C 6.63860 -1.45801 3.01909
C 7.00811 -0.16135 2.51745
C 6.47168 0.26846 1.25170
C 5.55745 -0.61334 0.57912
C 0.71152 -0.60346 1.39154
C 1.69350 -1.30068 2.38329
C 1.59393 -0.50998 3.75413
F 1.38649 -2.63717 2.68293
H -3.65088 -5.72753 2.68912
H -1.96146 -6.47470 2.48076
H -3.35975 -6.94845 1.41454
H -2.72016 -5.36408 -0.07569
H -3.36341 -4.11680 1.06314
H -1.14288 -2.29910 2.94596
H -2.07622 -0.58716 -2.78300
H -3.22291 0.08577 -1.60046
H -2.18797 1.18786 -2.56575
H -1.17085 1.35806 1.11362
H -2.68030 1.38482 0.17731
H -1.28743 2.88371 -1.63450
H -1.88043 3.52928 -0.08851
H 0.93832 2.42488 0.26044
H 0.07756 3.83818 0.92425
H 0.69790 0.65423 -0.79583
H 0.00266 -1.06946 -3.05173
H 1.69868 -0.88530 -2.55155
H 0.01151 1.67178 -2.94115
H 1.79363 1.40312 -3.14538
H 0.56805 1.70804 -5.25252
H 1.35021 0.09019 -5.26022
H -2.85262 -1.44746 -6.56970
H -1.54817 -1.80337 -7.72918
H -1.40174 -2.50038 -6.09631
H 1.37776 -2.92085 -1.35505
H 1.55697 -3.28364 0.37182
H 3.03224 -0.85175 -0.06858
H 3.37875 -1.86668 -1.52794
H 3.58079 -3.47137 1.07057
H 4.62946 -3.50948 -0.36942
H 5.48312 -3.31074 2.79456
H 7.09714 -1.77226 3.98109
H 7.68649 0.53898 3.04403
H 6.68454 1.24273 0.76976
H 5.11012 -0.28194 -0.38802
H -0.26588 -0.48939 1.93141
H 1.08500 0.45117 1.27741
H 2.75424 -1.14144 2.05369
H 2.15825 0.45281 3.72344
H 0.51844 -0.27002 3.97656
H 1.98842 -1.17338 4.55574
C -8.00705 -9.45049 3.56209
C -7.80448 -8.92916 2.15398
O -8.36709 -7.61764 2.00683
C -7.61193 -6.61427 2.45824
O -6.51972 -6.71372 2.95914
O -8.28730 -5.47263 2.27450
C -7.61801 -4.31520 2.77121
H -9.06147 -9.40128 3.84068
H -7.66647 -10.48356 3.64342
H -7.45638 -8.84786 4.28617
H -8.32866 -9.57206 1.44630
H -6.74986 -8.93240 1.87259
H -6.60493 -4.24423 2.37406
H -7.60113 -4.33118 3.86152
H -8.18095 -3.44333 2.44313
C 2.56401 8.11586 0.17584
C 2.78860 8.60865 -1.23927
O 2.28590 9.93875 -1.40425
C 3.09023 10.91417 -0.96394
O 4.17517 10.76705 -0.46265
O 2.47082 12.08205 -1.16318
C 3.19607 13.21473 -0.68190
H 1.51214 8.21602 0.45440
H 2.85640 7.07846 0.27323
H 3.14056 8.70316 0.89252
H 2.23603 7.97938 -1.93853
H 3.84214 8.55421 -1.52024
H 4.21041 13.23166 -1.07986
H 3.21268 13.21274 0.40846
H 2.67523 14.10761 -1.02202
*
```

These are the Mulliken partial charges, in e, on atoms 1 to 2:
1. C -1.05
2. C -0.15

***

Record 2
This record from the OMol25 dataset describes 4 unconnected molecules or ions with the total composition C36H58BrO11P. The level of theory is the ωB97M-V functional and the def2-TZVPD basis.

**Electronic energy**: -5149.42164 Eh
**Structure (SMILES)**: CCCCCCCCCCCCCc1cc(Br)cc2c1C(=O)C=C(P(CC)CC)C2=O.COC(=O)OC.COC(=O)OC.COC(=O)OC
**HOMO-LUMO gap**: 0.248 Ha

```
! wB97M-V def2-TZVPD RIJCOSX def2/J DEFGRID3
* xyz 0 1
C -2.06040 3.81622 4.70379
C -2.24975 5.22352 4.02681
C -3.45971 5.31139 2.99942
C -3.91754 3.92094 2.41451
C -4.94244 4.15828 1.24124
C -4.29297 4.63808 -0.12131
C -2.82516 4.12873 -0.37062
C -2.75723 2.61053 -0.81093
C -1.21936 2.20759 -0.87759
C -1.09795 0.71838 -1.45607
C -0.04075 0.67784 -2.66068
C 0.51274 -0.79782 -2.80897
C 2.02418 -0.89069 -3.26719
C 2.99163 0.02045 -2.46232
C 3.40569 1.33367 -2.99603
C 4.30651 2.18971 -2.24072
Br 4.84798 3.90090 -3.01200
C 4.83153 1.84390 -0.90734
C 4.42343 0.55208 -0.38451
C 3.53537 -0.35794 -1.15420
C 3.22682 -1.73208 -0.46886
O 2.17595 -2.30461 -0.62868
C 4.37608 -2.27121 0.44922
C 5.19311 -1.45447 1.16258
P 6.62050 -1.94526 2.24590
C 6.35721 -3.57643 3.11762
C 6.05780 -4.82789 2.19107
C 8.27349 -1.84523 1.36219
C 9.23980 -3.07618 1.62101
C 4.92064 0.09171 1.02869
O 5.10690 0.84192 1.94978
H -1.59555 3.11676 3.96327
H -2.99683 3.40502 5.16141
H -1.32933 3.92901 5.55709
H -2.48097 5.95136 4.85528
H -1.30216 5.61083 3.55327
H -3.24221 6.05682 2.19238
H -4.33729 5.71141 3.58536
H -3.07498 3.23636 2.14576
H -4.49403 3.40593 3.23736
H -5.58681 3.24499 1.13692
H -5.63876 4.97770 1.58668
H -4.92739 4.20135 -0.94836
H -4.32315 5.74929 -0.28076
H -2.11714 4.30077 0.47920
H -2.41026 4.71728 -1.24332
H -3.20271 2.53996 -1.83871
H -3.34740 1.93471 -0.14112
H -0.73671 2.91194 -1.60195
H -0.73710 2.25336 0.13643
H -2.11461 0.48276 -1.87693
H -0.80735 -0.00892 -0.64806
H 0.73456 1.44049 -2.39960
H -0.61191 0.93426 -3.59233
H -0.10303 -1.29597 -3.61057
H 0.31182 -1.35507 -1.85889
H 2.08675 -0.60158 -4.35628
H 2.32475 -1.96489 -3.19254
H 3.06325 1.71150 -3.98519
H 5.49947 2.52921 -0.34488
H 4.52558 -3.37273 0.46436
H 7.32966 -3.80252 3.64832
H 5.59989 -3.48806 3.94572
H 6.46333 -4.71001 1.15468
H 4.93438 -4.87947 2.07372
H 6.34979 -5.80717 2.66676
H 8.18486 -1.61900 0.25985
H 8.80278 -0.94711 1.79156
H 9.85097 -2.92335 2.55140
H 9.98592 -3.12533 0.77729
H 8.71970 -4.06456 1.64080
C -0.28236 -4.25874 0.79446
O -1.65857 -4.61583 0.64043
C -2.05220 -4.74494 -0.62940
O -1.36202 -4.58702 -1.60524
O -3.34830 -5.08085 -0.63031
C -3.90722 -5.25323 -1.93158
H -0.07779 -4.18241 1.86102
H 0.36481 -5.02846 0.37243
H -0.08053 -3.29191 0.33340
H -3.40258 -6.06056 -2.46395
H -3.85238 -4.32432 -2.50049
H -4.95470 -5.52205 -1.80648
C 0.29598 -7.28322 -1.80347
O 1.30654 -8.08145 -2.42239
C 2.44891 -8.14914 -1.73245
O 2.67301 -7.61041 -0.67823
O 3.30251 -8.92067 -2.41751
C 4.57475 -9.08239 -1.79309
H -0.58082 -7.29958 -2.44786
H 0.02011 -7.69765 -0.83200
H 0.62928 -6.25107 -1.70119
H 4.46826 -9.56657 -0.82159
H 5.07840 -8.12037 -1.69017
H 5.17727 -9.72238 -2.43546
C -10.12553 5.99187 -0.38396
O -9.75633 7.36871 -0.45099
C -8.46672 7.60404 -0.18271
O -7.63990 6.77500 0.09693
O -8.25664 8.92191 -0.27945
C -6.91169 9.32025 -0.01646
H -11.18645 5.92427 -0.61856
H -9.56937 5.40781 -1.11818
H -9.96598 5.59875 0.62072
H -6.22836 8.86793 -0.73623
H -6.62489 9.05886 1.00285
H -6.86240 10.40242 -0.12402
*
```

These are the Mulliken partial charges, in e, on atoms 1 to 2:
1. C -0.99
2. C -0.44